{"formula": "C37H51BaN4OP2", "method": "ωB97M-V/def2-TZVPD", "homo_lumo_gap_ev": 5.8103, "fmax_ev_per_a": 3.2, "e_lumo_ev": -3.19, "charge": 1, "energy_ev": -66468.902, "species": ["C", "C", "C", "C", "C", "H", "H", "H", "N", "P", "P", "C", "H", "H", "C", "O", "C", "H", "C", "C", "C", "C", "C", "H", "H", "H", "C", "H", "H", "H", "C", "H", "H", "H", "C", "H", "H", "H", "C", "H", "H", "H", "C", "H", "H", "H", "C", "H", "H", "H", "C", "H", "H", "H", "C", "H", "H", "H", "C", "H", "H", "H", "C", "H", "H", "H", "C", "H", "H", "H", "Ba", "N", "C", "C", "C", "C", "C", "H", "C", "H", "C", "H", "H", "H", "N", "C", "C", "C", "C", "C", "N", "C", "H", "H", "H", "H"], "positions_angstrom": [[-2.0139, -2.0839, -1.6863], [0.1036, -1.7962, -2.6453], [-2.3866, -3.0023, -2.6621], [-0.2395, -2.6501, -3.6995], [-1.4808, -3.2814, -3.6730], [-3.3794, -3.4535, -2.6216], [0.4800, -2.8346, -4.4947], [-1.7419, -3.9647, -4.4671], [-0.7534, -1.6191, -1.6139], [-2.8318, 0.2337, -0.0236], [2.4716, -0.8588, -1.0428], [-2.9885, -1.5890, -0.6099], [-4.0203, -1.7541, -0.9597], [-2.8458, -2.2151, 0.2966], [0.5046, 2.7830, 2.1290], [1.1463, 3.4326, 2.8240], [1.3465, -0.9163, -2.6563], [1.9760, -1.2139, -3.4987], [3.8080, 0.5160, -1.1319], [3.0124, -2.5646, -0.4849], [-3.3517, 1.4398, -1.3792], [-3.5342, 0.5021, 1.7453], [3.2712, 1.8209, -0.4918], [3.2132, 1.7480, 0.6012], [3.9301, 2.6672, -0.7509], [2.2657, 2.0797, -0.8500], [5.0780, 0.1132, -0.3511], [4.8795, 0.0445, 0.7282], [5.5068, -0.8421, -0.6856], [5.8456, 0.8933, -0.4908], [4.1404, 0.8014, -2.6082], [5.1282, 1.2867, -2.6835], [4.1707, -0.1071, -3.2237], [3.4169, 1.4921, -3.0620], [3.5998, -2.4808, 0.9442], [3.1514, -1.6617, 1.5196], [3.3515, -3.3939, 1.5048], [4.6894, -2.3602, 0.9481], [1.7824, -3.5031, -0.4333], [0.9456, -3.0713, 0.1397], [1.4084, -3.7718, -1.4289], [2.0450, -4.4418, 0.0796], [4.0370, -3.0114, -1.5384], [4.1591, -2.2755, -2.3500], [5.0241, -3.1884, -1.0909], [3.7249, -3.9559, -2.0081], [-3.2039, 1.9252, 2.2531], [-3.2365, 1.9456, 3.3542], [-2.1893, 2.2340, 1.9679], [-3.9000, 2.6933, 1.8966], [-2.8669, -0.4780, 2.7424], [-2.8412, -1.5187, 2.3931], [-1.8409, -0.1799, 3.0162], [-3.4331, -0.4657, 3.6880], [-5.0518, 0.2421, 1.6727], [-5.3958, -0.2515, 2.5968], [-5.6393, 1.1665, 1.5694], [-5.3180, -0.4291, 0.8404], [-2.6076, 1.0984, -2.7014], [-3.3144, 0.9349, -3.5306], [-1.9192, 1.9092, -2.9824], [-1.9911, 0.1992, -2.6017], [-2.9859, 2.8787, -0.9504], [-1.9258, 2.9417, -0.6616], [-3.1331, 3.5603, -1.8022], [-3.6038, 3.2432, -0.1197], [-4.8597, 1.2265, -1.5413], [-5.0932, 0.1730, -1.7751], [-5.4197, 1.5242, -0.6409], [-5.2162, 1.8411, -2.3809], [0.0677, -0.1842, 0.6087], [0.5415, 1.1111, -1.6285], [0.8873, 0.6370, -2.7424], [0.9556, 1.2926, -4.1328], [0.9448, 2.6930, -4.2098], [1.0763, 0.5485, -5.3188], [1.0991, 3.3454, -5.4426], [0.8368, 3.2572, -3.2763], [1.2114, 1.1941, -6.5546], [1.0805, -0.5439, -5.2891], [1.2254, 2.5884, -6.6184], [1.1268, 4.4374, -5.4877], [1.3073, 0.5893, -7.4655], [1.3287, 3.0831, -7.5843], [4.2999, 0.6577, 6.0872], [3.2904, 0.2880, 5.6268], [2.1218, -0.2487, 4.9639], [1.0485, -0.8254, 5.6509], [0.0739, -1.4875, 4.9193], [0.2861, -1.7163, 3.5491], [1.3087, -1.1487, 2.8902], [2.1573, -0.3385, 3.5695], [0.9894, -0.7699, 6.7447], [-0.8093, -1.8815, 5.3864], [-0.3992, -2.3186, 2.9537], [2.9037, 0.2395, 3.0016]], "lowdin_charge": [-0.342, -0.298, -0.018, -0.010, -0.034, 0.122, 0.119, 0.115, -0.019, 0.946, 1.004, -0.246, 0.077, 0.080, 0.017, 0.068, -0.277, 0.080, -0.648, -0.690, -0.672, -0.672, -0.114, 0.058, 0.100, 0.030, -0.088, 0.070, 0.074, 0.097, -0.081, 0.092, 0.073, 0.076, -0.100, 0.021, 0.087, 0.076, -0.098, 0.042, 0.077, 0.094, -0.092, 0.059, 0.080, 0.084, -0.092, 0.096, 0.036, 0.077, -0.127, 0.070, 0.037, 0.099, -0.095, 0.084, 0.083, 0.069, -0.063, 0.094, 0.078, 0.041, -0.086, 0.072, 0.097, 0.064, -0.110, 0.080, 0.067, 0.092, 1.461, -0.148, -0.458, -0.184, -0.052, -0.041, -0.072, 0.108, -0.080, 0.091, -0.088, 0.105, 0.108, 0.104, 0.186, -0.151, -0.191, 0.016, -0.025, -0.173, -0.105, -0.088, 0.141, 0.115, 0.106, 0.132]}

---

{"formula": "C22H45IN3O2", "method": "ωB97M-V/def2-TZVPD", "homo_lumo_gap_ev": [4.1292, 3.7133], "fmax_ev_per_a": 1.3, "e_lumo_ev": [2.36, 1.95], "charge": -1, "energy_ev": -40205.527, "spin_multiplicity": 3, "s_squared": 2.01, "species": ["N", "C", "C", "C", "C", "I", "H", "H", "H", "H", "H", "H", "H", "H", "H", "C", "C", "C", "C", "C", "C", "N", "O", "C", "C", "C", "H", "H", "H", "H", "H", "H", "H", "H", "H", "H", "H", "H", "H", "H", "H", "H", "H", "H", "C", "C", "C", "C", "C", "C", "N", "O", "C", "C", "C", "H", "H", "H", "H", "H", "H", "H", "H", "H", "H", "H", "H", "H", "H", "H", "H", "H", "H"], "positions_angstrom": [[3.9301, -2.2849, 3.5723], [3.5347, -3.5479, 2.9987], [4.4473, -4.1132, 1.9532], [5.2003, -3.0919, 1.0948], [4.2752, -2.0674, 0.4661], [5.4257, -0.5120, -0.4804], [4.4174, -2.4443, 4.4479], [3.1134, -1.7328, 3.8091], [3.2423, -4.2818, 3.7516], [5.1945, -4.7104, 2.4986], [3.9166, -4.8307, 1.3207], [5.7202, -3.6250, 0.2992], [5.9341, -2.5778, 1.7123], [3.6593, -2.4745, -0.3290], [3.6739, -1.5444, 1.1997], [-1.1292, -0.0057, 1.0339], [-0.4302, -0.6387, 2.2479], [-1.1283, -1.9318, 2.6814], [-2.4641, -1.6915, 3.3789], [-2.2767, -0.7631, 4.5779], [-1.6108, 0.5637, 4.2083], [-0.3601, 0.2805, 3.4297], [0.6329, 0.0223, 4.1940], [-2.6003, 1.4543, 3.4391], [-1.2164, 1.3241, 5.4674], [0.9874, -0.9613, 1.8110], [-1.5115, -0.7804, 0.3694], [-1.9608, 0.6442, 1.2697], [-0.4419, 0.6046, 0.4487], [-0.4689, -2.4798, 3.3646], [-1.2597, -2.5589, 1.7983], [-3.1896, -1.2787, 2.6733], [-2.8736, -2.6450, 3.7202], [-3.2366, -0.5432, 5.0525], [-1.6607, -1.2729, 5.3260], [-2.0848, 2.2801, 2.9495], [-3.3165, 1.8739, 4.1467], [-3.1785, 0.9186, 2.6923], [-0.5893, 0.7281, 6.1253], [-2.1232, 1.5992, 6.0075], [-0.6757, 2.2360, 5.2128], [1.5482, -0.0522, 1.5937], [0.9457, -1.5570, 0.8978], [1.5260, -1.5307, 2.5646], [1.1032, 1.6665, -4.5969], [-0.0036, 1.1240, -3.6645], [-0.7614, -0.0328, -4.3404], [-1.7245, 0.4378, -5.4227], [-2.6698, 1.4801, -4.8340], [-1.9148, 2.6472, -4.1805], [-0.8891, 2.2082, -3.2009], [-1.5855, 1.7355, -2.0551], [-1.3309, 3.5394, -5.2963], [-2.9106, 3.5196, -3.4245], [0.7226, 0.5417, -2.4617], [1.5224, 0.8617, -5.2107], [0.7717, 2.4518, -5.2667], [1.9144, 2.0887, -4.0007], [-1.3365, -0.5551, -3.5704], [-0.0435, -0.7550, -4.7478], [-1.1725, 0.8436, -6.2789], [-2.2986, -0.4139, -5.8035], [-3.3437, 1.8690, -5.6081], [-3.2943, 1.0013, -4.0750], [-0.6155, 4.2464, -4.8727], [-2.1361, 4.1087, -5.7701], [-0.8423, 2.9810, -6.0948], [-3.4420, 2.9403, -2.6766], [-3.6301, 3.9525, -4.1316], [-2.3863, 4.3315, -2.9159], [1.2160, 1.3302, -1.8895], [1.4932, -0.1582, -2.8129], [0.0504, 0.0083, -1.7941]], "mulliken_spin": [-0.007, 0.842, -0.010, -0.007, 0.015, 0.001, 0.031, 0.023, 0.012, 0.056, 0.033, -0.002, 0.001, 0.000, -0.006, 0.031, -0.019, 0.041, -0.022, 0.031, 0.011, 0.411, 0.511, 0.020, -0.003, 0.003, -0.002, -0.008, 0.000, 0.001, 0.000, 0.000, 0.002, -0.001, 0.005, -0.010, 0.000, 0.001, 0.001, 0.000, -0.002, -0.004, -0.002, 0.021, 0.000, 0.000, 0.000, 0.000, 0.000, 0.000, 0.000, 0.000, 0.000, 0.000, 0.000, 0.000, 0.000, 0.000, 0.000, 0.000, 0.000, 0.000, 0.000, 0.000, 0.000, 0.000, 0.000, 0.000, 0.000, 0.000, 0.000, 0.000, 0.000]}

---

{"formula": "C10H24N2O2", "method": "ωB97M-V/def2-TZVPD", "homo_lumo_gap_ev": 8.8023, "fmax_ev_per_a": 2.3, "e_lumo_ev": 0.86, "smiles": "CO[C@@H](CN(C)C)[C@@H](CN(C)C)OC", "charge": 0, "energy_ev": -17832.069, "species": ["O", "O", "N", "N", "C", "C", "C", "C", "C", "C", "C", "C", "C", "C", "H", "H", "H", "H", "H", "H", "H", "H", "H", "H", "H", "H", "H", "H", "H", "H", "H", "H", "H", "H", "H", "H", "H", "H"], "positions_angstrom": [[-0.7202, -0.5962, 2.2724], [0.1347, 2.1347, 1.0825], [-1.7384, 0.1722, -1.3113], [2.1998, -0.3490, -0.6631], [-0.9765, -2.0024, 2.4830], [-0.2098, 2.3393, 2.4591], [-1.7074, -1.1043, -2.1023], [-2.5782, 1.1806, -1.9463], [3.3721, -0.6136, 0.1662], [2.2986, -0.8026, -2.0740], [-1.7659, 0.1163, 0.1984], [1.4095, 0.8619, -0.4592], [-0.4444, -0.2595, 0.8953], [0.6525, 0.8157, 0.8770], [-1.7872, -2.3681, 1.8559], [-0.1013, -2.5886, 2.2671], [-1.1826, -2.1224, 3.5505], [0.3050, 1.6899, 3.1673], [0.0081, 3.3575, 2.7908], [-1.2601, 2.1106, 2.5634], [-1.4837, -0.8938, -3.1360], [-2.6834, -1.6092, -2.0632], [-0.9481, -1.7986, -1.7681], [-3.6175, 0.9069, -1.9519], [-2.4250, 2.1730, -1.4780], [-2.2891, 1.2982, -2.9917], [3.0715, -0.7153, 1.2305], [4.0978, 0.2219, 0.0921], [3.8455, -1.5372, -0.0501], [1.2952, -0.7755, -2.5753], [2.6779, -1.8111, -2.0911], [2.9810, -0.1786, -2.6372], [-2.0642, 1.1155, 0.5330], [-2.5570, -0.5311, 0.5519], [2.1398, 1.7162, -0.4674], [0.6963, 1.0184, -1.2960], [0.0024, -1.1071, 0.3561], [1.3523, 0.5352, 1.6697]], "nbo_charge": [-0.556, -0.545, -0.464, -0.470, -0.245, -0.254, -0.415, -0.403, -0.406, -0.397, -0.237, -0.236, 0.053, 0.094, 0.169, 0.168, 0.194, 0.180, 0.182, 0.174, 0.199, 0.166, 0.201, 0.161, 0.206, 0.193, 0.192, 0.165, 0.204, 0.200, 0.193, 0.165, 0.212, 0.175, 0.175, 0.234, 0.194, 0.180]}

---

{"formula": "C2H13NO4", "method": "ωB97M-V/def2-TZVPD", "homo_lumo_gap_ev": 10.4730, "fmax_ev_per_a": 2.8, "e_lumo_ev": 0.26, "smiles": "CNCO.O.O.O", "charge": 0, "energy_ev": -11964.055, "species": ["C", "N", "C", "O", "H", "H", "H", "H", "H", "H", "H", "H", "H", "O", "H", "H", "O", "H", "H", "O"], "positions_angstrom": [[0.8166, -1.1246, 1.1470], [1.4468, 0.2115, 0.9442], [0.4082, 1.2913, 0.9275], [-0.4596, 1.2177, 2.0355], [0.0306, -1.3305, 0.4106], [1.7362, -1.8524, 1.2247], [0.2590, -1.1648, 2.0867], [1.9038, 0.3819, 1.8327], [-0.2212, 1.1284, -0.0186], [0.8861, 2.2753, 0.9718], [-1.1168, 1.9169, 2.0943], [-0.1555, -1.1888, -2.2274], [-1.6271, -0.9159, -1.9956], [-1.0074, -1.6042, -2.4122], [-2.3104, -0.0057, 0.2520], [-3.6528, -0.2054, -0.5230], [-2.6502, -0.1056, -0.6195], [2.5446, 0.6481, -2.3837], [1.4448, 0.2824, -1.4073], [1.7244, 0.1444, -2.3398]], "nbo_charge": [-0.444, -0.634, 0.081, -0.766, 0.207, 0.213, 0.190, 0.356, 0.146, 0.170, 0.483, 0.468, 0.486, -0.965, 0.480, 0.490, -0.958, 0.473, 0.477, -0.956]}